A 7-piece molecular cluster, C25H43NO18 overall in a non-equilibrium geometry. Source: the Open Molecules 2025 dataset; level of theory: the ωB97M-V functional and the def2-TZVPD basis.

Computed properties:
M   645.61 Da
SMILES   C[C@H]1COC(=O)O1.C[C@H]1COC(=O)O1.C[C@H]1COC(=O)O1.COC(=O)OC.COC(=O)OC.COC(=O)OC.CCCC#N
Frontier orbital gap   10.9 eV
Electronic energy   -2387.2542 hartree
LUMO   0.015 Eh

The geometry in XYZ format:
```
87
Properties=species:S:1:pos:R:3:forces:R:3:mulliken_charge:R:1
C 1.745563 1.322345 -2.335805 0.325 2.422 -2.412 -1.11
C 0.538563 1.691345 -1.565805 -0.820 -0.694 -0.624 0.60
C -0.810437 0.961345 -1.848805 1.707 0.646 -1.035 -0.65
O -0.910437 0.151345 -0.699805 -5.656 -0.697 -4.785 0.41
C 0.035563 0.312345 0.058195 2.250 -3.458 5.780 -0.06
O 0.147563 -0.419655 1.031195 0.628 0.749 0.221 -0.76
O 0.863563 1.211345 -0.291805 1.957 2.565 1.324 -0.24
H 2.185563 0.364345 -2.142805 -0.250 -0.554 0.018 -0.17
H 2.497563 2.119345 -2.113805 -0.220 -0.728 -0.212 0.28
H 1.473563 1.477345 -3.406805 0.642 -0.415 0.413 0.37
H 0.308563 2.746345 -1.577805 0.449 0.470 0.238 0.45
H -0.771437 0.450345 -2.822805 -0.131 -0.563 0.773 -0.04
H -1.580437 1.689345 -1.910805 -1.035 0.400 0.319 0.47
C 5.263563 -1.240655 -0.088805 -1.459 2.270 0.093 -1.73
C 4.535563 0.061345 -0.709805 2.051 -1.674 0.823 1.55
C 5.175563 1.419345 -0.325805 0.928 -1.003 -0.512 0.17
O 5.477563 1.960345 -1.577805 0.399 0.480 -3.121 -0.35
C 5.153563 1.115345 -2.626805 1.650 0.256 -2.235 0.68
O 5.422563 1.231345 -3.824805 -0.835 0.579 3.564 -0.61
O 4.586563 0.022345 -2.139805 -0.196 -0.344 0.469 -0.38
H 4.814563 -2.143655 -0.492805 0.585 -0.036 -0.144 0.30
H 5.017563 -1.163655 0.947195 -1.072 -0.266 1.035 0.49
H 6.328563 -1.186655 0.110195 0.488 -0.079 -1.501 0.46
H 3.503563 0.072345 -0.452805 -0.841 -0.272 0.440 -0.61
H 6.164563 1.356345 0.206195 -1.266 -0.078 0.025 0.28
H 4.469563 2.114345 0.072195 -0.320 0.119 1.121 -0.17
C -4.190437 -1.652655 1.513195 -1.634 2.480 -0.647 -1.61
C -3.328437 -1.395655 0.306195 -1.269 -1.590 -0.079 1.47
C -3.619437 -2.442655 -0.792805 2.590 4.982 -2.198 -0.27
O -4.501437 -1.671655 -1.646805 -1.432 -1.569 -0.615 -0.40
C -4.482437 -0.385655 -1.381805 -0.634 1.956 -1.109 0.52
O -5.056437 0.481345 -2.043805 1.462 -1.918 1.810 -0.65
O -3.680437 -0.172655 -0.319805 -0.139 1.109 0.026 -0.07
H -3.999437 -2.505655 2.030195 1.000 -2.882 0.951 0.39
H -5.261437 -1.680655 1.256195 0.235 0.011 -0.269 0.40
H -4.131437 -0.905655 2.290195 0.315 0.739 -0.033 0.29
H -2.301437 -1.442655 0.510195 1.425 0.484 0.526 -0.40
H -4.027437 -3.278655 -0.409805 -1.518 -2.907 0.777 0.35
H -2.736437 -2.518655 -1.475805 -0.375 -0.871 1.013 0.04
C -2.921437 -6.310655 0.302195 -1.197 0.185 -0.855 -0.34
O -1.557437 -6.212655 0.727195 0.499 2.440 1.427 -0.32
C -1.297437 -5.109655 1.492195 -4.731 4.658 2.284 0.76
O -2.297437 -4.193655 2.082195 5.651 -6.009 -3.768 -0.57
O -0.014437 -4.823655 1.629195 -1.619 -3.676 -2.148 -0.32
C 0.324563 -3.859655 2.554195 0.449 2.707 -1.417 -0.52
H -3.251437 -5.454655 -0.298805 0.382 0.424 0.686 0.00
H -3.629437 -6.463655 1.129195 0.507 0.000 -0.225 0.29
H -3.015437 -7.075655 -0.471805 0.537 -0.576 0.674 0.29
H 1.389563 -3.885655 2.723195 0.243 -0.430 0.157 0.19
H -0.267437 -4.063655 3.386195 -0.692 0.522 1.766 0.46
H 0.109563 -2.909655 2.004195 -0.043 -0.158 1.304 0.15
C 2.161563 -2.764655 -0.384805 2.048 1.258 -0.903 -1.20
O 2.369563 -2.678655 -1.805805 -1.138 0.873 -2.509 -0.35
C 1.319563 -2.223655 -2.606805 -5.103 -0.343 6.497 0.67
O 0.047563 -1.955655 -2.015805 7.602 -1.325 -3.949 -0.22
O 1.617563 -2.204655 -3.861805 0.179 1.024 0.691 -0.33
C 0.600563 -1.623655 -4.677805 -1.213 0.107 -0.185 -0.68
H 2.848563 -3.432655 0.105195 0.356 -0.586 -0.549 0.34
H 1.204563 -3.022655 -0.266805 -3.673 -1.181 0.931 0.75
H 2.308563 -1.804655 0.056195 0.006 0.860 0.259 0.28
H 0.276563 -0.595655 -4.542805 0.532 0.229 1.323 0.16
H -0.290437 -2.220655 -4.574805 -0.215 -0.312 -0.326 0.37
H 0.981563 -1.548655 -5.651805 0.639 -0.793 -1.398 0.32
C 2.264563 4.351345 0.631195 1.326 -0.639 0.751 -0.36
O 1.836563 3.657345 1.818195 -0.854 0.351 1.106 -0.22
C 0.971563 4.271345 2.621195 -0.450 6.186 -0.400 0.74
O 0.797563 5.637345 2.576195 0.321 -8.199 0.738 -0.64
O 0.368563 3.363345 3.459195 2.349 1.511 -3.522 -0.17
C -0.565437 3.857345 4.320195 -1.913 -0.402 3.125 -0.63
H 3.215563 3.916345 0.359195 0.388 -0.160 0.248 0.10
H 2.402563 5.409345 0.693195 -0.429 0.553 0.489 0.45
H 1.611563 4.044345 -0.112805 -1.498 0.001 -1.513 0.05
H -1.567437 4.109345 3.950195 0.412 -0.212 -0.715 0.21
H -0.252437 4.738345 4.875195 0.406 -0.028 0.008 0.33
H -0.703437 2.984345 5.014195 -0.098 1.064 -0.284 0.25
C -3.023437 2.047345 2.115195 -1.772 0.797 1.193 -1.37
C -2.520437 2.672345 0.826195 2.053 -1.333 2.098 1.07
C -2.370437 4.123345 0.879195 0.065 2.347 0.578 -0.33
C -1.591437 4.665345 -0.209805 -3.773 -2.092 4.146 0.08
N -0.888437 5.031345 -0.975805 4.226 2.173 -4.895 -0.56
H -3.113437 2.797345 2.984195 0.106 -1.079 -1.319 0.34
H -2.441437 1.206345 2.464195 0.396 -0.089 -0.025 0.26
H -4.025437 1.640345 1.905195 0.157 0.207 0.453 0.32
H -3.074437 2.352345 0.015195 -1.189 -0.602 -1.715 0.55
H -1.521437 2.254345 0.741195 0.307 0.026 -0.533 -0.75
H -1.853437 4.513345 1.758195 0.263 -0.478 0.289 -0.09
H -3.293437 4.670345 0.955195 -0.793 0.077 -0.296 0.50
```
Forces are in eV/Å.